Entry 1:
{"formula": "C22H26O6", "method": "wB97M-V/def2-TZVPD", "total_charge": 0, "smiles": "CCOC(=O)CCc1c(C)c2ccc(O[C@@H]3CCCCC3=O)c(C)c2oc1=O", "e_homo_ha": -0.30240, "lumo_ev": 0.32, "fmax_ha_per_bohr": 0.020, "species": ["O", "O", "O", "O", "O", "O", "C", "C", "C", "C", "C", "C", "C", "C", "C", "C", "C", "C", "C", "C", "C", "C", "C", "C", "C", "C", "C", "C", "H", "H", "H", "H", "H", "H", "H", "H", "H", "H", "H", "H", "H", "H", "H", "H", "H", "H", "H", "H", "H", "H", "H", "H", "H", "H"], "positions_angstrom": [[-3.67058, -0.17660, -1.52798], [-1.17389, -0.85939, 0.91582], [-3.25625, -1.06850, 1.57434], [5.38737, 1.93982, -0.48102], [-5.74313, -0.51994, -0.72554], [3.28285, -0.78970, -0.47024], [-0.14832, -0.12517, 0.42547], [1.19150, -2.25836, 0.49236], [-2.40136, -0.33035, 1.13465], [2.14292, -0.07011, -0.28816], [1.05524, -0.79510, 0.20568], [0.81593, 1.93258, -0.33822], [5.46103, 0.21787, 1.19363], [-2.60391, 1.08692, 0.85026], [-1.58689, 1.85327, 0.38058], [5.43339, -1.29009, -1.33402], [-5.72881, -1.89724, -1.11255], [2.01498, 1.29374, -0.55437], [-4.64755, 0.20054, -0.93101], [-4.77234, 1.57134, -0.30001], [6.46008, -0.91810, 0.92764], [-5.63899, -2.78012, 0.12249], [5.85675, -1.94601, -0.02273], [5.09832, 0.82471, -0.13027], [-1.74378, 3.30791, 0.06344], [-0.29620, 1.24560, 0.15701], [4.41164, -0.17507, -1.06247], [-4.01975, 1.55220, 1.04483], [-4.75750, -2.51157, 0.70039], [-1.60892, 3.46602, -1.00567], [4.98131, -2.40350, 0.44008], [-4.05728, 2.54348, 1.49801], [1.72720, -2.41019, 1.42915], [-0.98853, 3.88883, 0.59055], [-5.57126, -3.82240, -0.17594], [7.36912, -0.49824, 0.49059], [0.21154, -2.71728, 0.57467], [-4.87287, -2.06403, -1.77404], [-6.51786, -2.64344, 0.74734], [5.89542, 0.97539, 1.84628], [2.85029, 1.86423, -0.92595], [-5.82320, 1.80523, -0.13625], [6.29710, -0.85438, -1.83956], [-6.65938, -2.07011, -1.66086], [0.74542, 2.98461, -0.55880], [6.58476, -2.73240, -0.22852], [4.56207, -0.19370, 1.65604], [6.72832, -1.39034, 1.87408], [4.97818, -2.02795, -1.99617], [-4.51611, 0.84484, 1.71210], [-2.72256, 3.67908, 0.34543], [1.76035, -2.73904, -0.30020], [4.13367, 0.32290, -2.00234], [-4.32162, 2.30364, -0.97040]], "mulliken_charge": [-0.611, -0.623, -0.748, -0.600, -0.342, -0.459, 0.580, -1.504, 0.387, 1.023, 0.733, -1.137, -0.623, 0.307, 1.379, -1.130, -0.285, -1.362, 0.598, -0.412, -0.707, -0.916, -0.491, 0.454, -2.261, 0.942, 0.143, -1.779, 0.219, 0.437, 0.230, 0.452, 0.264, 0.525, 0.361, 0.322, 0.439, 0.313, 0.273, 0.374, 0.434, 0.395, 0.443, 0.304, 0.439, 0.378, 0.229, 0.364, 0.381, 0.421, 0.382, 0.315, 0.385, 0.366]}

Entry 2:
{"formula": "C3H8INOP2", "method": "wB97M-V/def2-TZVPD", "total_charge": 0, "smiles": "C[C@@H](I)N(P)C(=O)P", "e_homo_ha": -0.33359, "lumo_ev": 0.50, "fmax_ha_per_bohr": 0.067, "species": ["I", "P", "P", "O", "N", "C", "C", "C", "H", "H", "H", "H", "H", "H", "H", "H"], "positions_angstrom": [[0.91571, -2.43003, -0.83874], [-2.62688, 0.55895, 1.11032], [0.37454, 0.93661, 1.61198], [-1.90961, -0.50444, -1.20540], [-0.16393, 0.07695, 0.11403], [-1.48496, -0.03066, -0.16330], [0.73852, -0.33591, -1.08388], [2.08218, 0.40623, -1.03817], [-3.77494, -0.02607, 0.53419], [-2.43286, -0.45216, 1.90024], [-0.54441, 0.36033, 2.47671], [2.53268, 0.44050, -2.07983], [1.98573, 1.30833, -0.50863], [1.39314, 0.06306, 1.80508], [2.71362, -0.23115, -0.55902], [0.20148, -0.14053, -2.07558]], "mulliken_charge": [0.080, -0.199, -0.075, -0.587, -0.030, 0.583, -0.253, -1.351, 0.074, 0.030, 0.031, 0.300, 0.417, 0.056, 0.453, 0.471]}

Entry 3:
{"formula": "C34H39AsBrMnN7O6", "method": "wB97M-V/def2-TZVPD", "total_charge": 0, "e_homo_ha": [-0.29193, -0.28643], "lumo_ev": [-0.37, -0.38], "spin_multiplicity": 2, "fmax_ha_per_bohr": 0.014, "s_squared": 0.978, "species": ["Br", "As", "Mn", "O", "O", "O", "O", "O", "O", "N", "N", "N", "N", "N", "N", "N", "C", "C", "C", "C", "C", "C", "C", "C", "C", "C", "C", "C", "C", "C", "C", "C", "C", "C", "C", "C", "C", "C", "C", "C", "C", "C", "C", "C", "C", "C", "C", "C", "C", "C", "H", "H", "H", "H", "H", "H", "H", "H", "H", "H", "H", "H", "H", "H", "H", "H", "H", "H", "H", "H", "H", "H", "H", "H", "H", "H", "H", "H", "H", "H", "H", "H", "H", "H", "H", "H", "H", "H", "H"], "positions_angstrom": [[7.43548, 0.56574, 2.50504], [-0.10377, -1.53117, -0.89380], [-0.05849, 0.48977, 0.92076], [-0.03671, 1.95447, 2.23094], [2.20275, 0.14653, 2.21349], [1.66311, 3.31531, 2.74980], [2.18030, 0.24279, -0.40337], [-1.00447, 3.73657, -1.25370], [-5.04267, 0.22812, 5.66358], [3.55968, 0.40728, -2.79114], [-4.74616, 0.73839, 3.48592], [5.76708, 0.68825, -2.64189], [-2.02015, 0.82879, 0.16002], [-3.86608, -1.26440, 4.45013], [-0.82359, -0.84024, 2.40090], [0.31386, 2.07855, -0.31509], [4.65496, 0.52817, -1.97680], [4.15234, 0.56747, -6.44319], [2.17121, 0.39091, 3.62680], [-0.34200, -2.08460, 2.44539], [-5.13378, 1.52837, 1.26799], [-1.00882, -3.10643, 3.09425], [3.36099, 0.44106, -5.31860], [5.79627, 0.47481, 1.56126], [-1.95358, -0.55013, 3.04791], [-4.58819, -0.07937, 4.58463], [-2.20697, -2.82533, 3.72039], [5.54382, 0.74229, -6.34628], [4.59381, 0.46735, -0.50451], [-5.35083, 0.06631, -0.64758], [-1.84952, 1.51228, -1.13845], [3.41845, 0.28426, 1.60711], [4.01263, 0.49237, -4.08987], [-5.17500, -1.01110, 0.21381], [3.40809, 0.35493, 0.21025], [5.39536, 0.66829, -3.97538], [-5.52820, -0.13928, -2.12755], [0.15580, -1.28413, -2.81510], [-0.77050, 2.57434, -0.94431], [1.11674, -3.04037, -0.70901], [1.08287, 3.07210, 0.44025], [4.61970, 0.35734, 2.29150], [-4.93922, 0.44029, 2.11721], [0.92502, 2.79030, 1.93582], [6.17880, 0.79591, -5.12258], [5.80629, 0.52615, 0.18861], [-1.79940, -2.50724, -0.94831], [-4.97626, -0.84255, 1.57861], [-2.68799, -1.52113, 3.72896], [-5.34292, 1.34051, -0.08698], [-4.57755, -0.38219, -2.60915], [0.72046, 4.08152, 0.23690], [-5.11694, 2.53328, 1.67392], [1.76062, 1.10654, -0.65064], [-5.49035, 2.20704, -0.72014], [1.01510, -3.50166, 0.27041], [6.12461, 0.83986, -7.25393], [-5.91590, 0.75921, -2.60538], [-2.25530, 0.48928, 3.04067], [-2.70979, 0.08597, 0.08954], [2.14115, -2.68667, -0.82280], [-2.76263, 1.98431, -1.49960], [6.72392, 0.61926, -0.37248], [-5.20700, -2.01968, -0.18312], [2.72633, -0.38934, 4.15106], [-3.96959, -1.81747, 5.28801], [-0.32279, -2.10682, -3.34530], [2.62272, 0.25782, -2.46596], [2.56446, 1.38438, 3.83570], [-2.05685, -2.85397, 0.05303], [-2.76234, -3.60515, 4.22802], [3.69132, 0.53691, -7.42165], [7.24827, 0.93570, -5.04193], [1.12229, 0.36307, 3.90425], [0.90234, -3.78549, -1.47510], [0.61825, -2.23877, 1.97663], [2.15146, 3.07020, 0.20224], [-1.52389, 0.77091, -1.87013], [4.65694, 0.34108, 3.36871], [2.28819, 0.31855, -5.39494], [-6.21735, -0.95866, -2.33339], [-2.59464, -1.84644, -1.29740], [-2.38999, 1.49764, 0.83244], [-4.88308, -1.71161, 2.20906], [-5.12995, 1.62638, 3.77355], [-1.72960, -3.36098, -1.62268], [-0.59583, -4.10556, 3.10489], [1.22293, -1.30960, -3.03450], [-0.25015, -0.33773, -3.16667]], "mulliken_charge": [-0.208, 1.177, 0.964, -0.524, 0.478, -0.755, -0.158, -0.752, -0.659, 0.507, -0.016, -0.767, 0.475, -0.054, 1.099, 0.041, 0.264, -0.515, -1.373, -0.665, -0.717, -1.315, -0.877, -0.546, -0.551, 0.204, -0.687, -0.484, 0.702, 0.955, -0.396, -0.072, 0.652, -0.619, -0.191, 0.304, -1.680, -1.612, 0.027, -1.218, -0.694, -0.690, 0.354, 0.353, -0.717, -0.858, -1.128, -0.314, -0.274, -0.506, 0.228, 0.603, 0.359, 0.192, 0.348, 0.360, 0.381, 0.398, 1.034, -0.693, 0.231, 0.436, 0.651, 0.400, 0.251, 0.299, 0.528, -0.122, 0.587, 0.301, 0.482, 0.389, 0.440, 0.307, 0.489, 0.625, 0.151, 0.019, 0.549, 0.417, 0.441, 0.040, 0.211, 0.514, 0.228, 0.626, 0.471, 0.451, 0.414]}

Table of relative energy (zero: lowest compared OMol25 entry of this formula, charge and spin) (eV), in record order: 0.000, 1.222, 0.510